Computed, not measured: a cluster of 2 separate species, C6H6N in total in a non-equilibrium geometry, with ωB97M-V with the def2-TZVPD basis set.

Geometry (Å):
N -0.4332 -0.8860 0.6670
C 0.6044 2.2336 -2.4555
C 0.6632 2.9476 -3.3954
C 0.1360 0.6929 -0.6806
C 0.1210 0.4911 0.6740
C 0.3320 -0.6677 -0.6241
C -0.2414 -1.9583 1.7422
H 0.3952 3.8022 -3.9863
H -0.3214 -2.8967 1.2213
H -1.1961 -1.8992 2.4250
H 0.7416 0.7768 1.5857
H 0.5930 -1.9852 2.4055
H -1.3945 -0.6510 0.4213

The calculation puts the lowest unoccupied orbital energy (alpha / beta) at -0.2538 / -0.2537 Ha. As for the HOMO-LUMO gap (alpha / beta): 0.290 / 0.290 Eh. The calculation puts the total energy at -7789.3686 eV. As for the charge: +1. Its energy relative to the best compared isomer or geometry (same formula, charge and spin) is 1001.0 kJ/mol.